{"formula": "C37H44ClF32IN2O8P", "method": "the ωB97M-V functional and the def2-TZVPD basis", "lumo_ev": -4.92, "charge": 1, "total_energy_ha": -6442.148441, "multiplicity": 1, "symbols": ["C", "C", "C", "Cl", "C", "C", "C", "C", "O", "I", "C", "C", "C", "P", "N", "O", "O", "N", "O", "C", "C", "C", "C", "C", "C", "C", "H", "H", "H", "H", "H", "H", "H", "H", "H", "H", "H", "H", "H", "H", "H", "H", "H", "H", "H", "H", "H", "H", "H", "H", "H", "H", "H", "H", "C", "C", "C", "F", "F", "F", "F", "O", "C", "C", "F", "F", "F", "F", "H", "H", "H", "H", "C", "C", "C", "F", "F", "F", "F", "O", "C", "C", "F", "F", "F", "F", "H", "H", "H", "H", "C", "C", "C", "F", "F", "F", "F", "O", "C", "C", "F", "F", "F", "F", "H", "H", "H", "H", "C", "C", "C", "F", "F", "F", "F", "O", "C", "C", "F", "F", "F", "F", "H", "H", "H", "H"], "coordinates": [[1.621, -1.216, -4.951], [1.586, -0.978, -3.359], [1.037, 0.524, -3.035], [2.352, 1.813, -3.315], [0.336, 0.648, -1.609], [-1.045, 1.396, -1.520], [-1.763, 2.071, -2.796], [-2.859, 1.132, -3.492], [-2.900, 1.114, -4.749], [-4.283, -0.048, -2.304], [-1.809, 1.570, -0.152], [-1.136, 0.936, 1.090], [0.236, 0.212, 0.917], [0.962, -0.534, 2.521], [1.813, -1.851, 2.277], [-0.401, -0.912, 3.517], [1.774, 0.722, 3.312], [0.912, 0.114, -0.373], [2.106, -0.504, -0.353], [3.226, 0.444, -0.415], [4.297, 0.280, 0.762], [5.134, -1.117, 0.633], [5.241, 1.559, 0.996], [5.784, 2.271, -0.338], [4.746, 3.358, -0.968], [6.309, 1.272, -1.482], [0.847, -0.576, -5.515], [1.500, -2.328, -5.234], [2.645, -0.900, -5.375], [2.683, -1.022, -2.999], [0.943, -1.759, -2.799], [0.264, 0.730, -3.871], [-2.328, 3.000, -2.408], [-0.937, 2.435, -3.492], [-2.809, 2.137, -0.076], [-1.660, 1.045, 2.108], [1.389, -2.662, 2.767], [-0.268, -1.824, 3.876], [2.278, 0.385, 4.088], [2.775, 1.499, -0.366], [3.764, 0.242, -1.418], [3.685, 0.153, 1.738], [6.267, -0.924, 0.754], [4.871, -1.847, 1.492], [4.887, -1.683, -0.334], [4.590, 2.349, 1.541], [6.093, 1.321, 1.742], [6.701, 2.900, -0.016], [3.751, 3.410, -0.412], [4.627, 3.203, -2.108], [5.219, 4.409, -0.867], [5.518, 1.136, -2.317], [6.728, 0.282, -1.106], [7.190, 1.811, -2.007], [-7.437, -5.374, -2.281], [-7.441, -6.214, -3.576], [-6.306, -7.229, -3.717], [-5.090, -6.647, -3.733], [-6.419, -7.901, -4.890], [-7.487, -5.382, -4.642], [-8.617, -6.908, -3.591], [-6.875, -4.054, -2.367], [-5.475, -3.935, -2.225], [-4.793, -3.412, -3.497], [-5.026, -4.218, -4.553], [-3.447, -3.357, -3.339], [-4.965, -5.104, -1.798], [-5.281, -3.052, -1.210], [-8.486, -5.195, -2.034], [-7.045, -5.928, -1.425], [-6.329, -7.964, -2.909], [-5.152, -2.412, -3.752], [-8.522, -2.923, 0.845], [-9.468, -4.144, 0.840], [-10.814, -3.940, 0.144], [-11.557, -2.979, 0.724], [-11.551, -5.077, 0.204], [-9.634, -4.580, 2.109], [-8.810, -5.148, 0.181], [-8.502, -2.119, 2.033], [-9.489, -1.114, 2.152], [-10.442, -1.357, 3.327], [-11.083, -2.540, 3.213], [-11.398, -0.399, 3.377], [-10.128, -0.967, 0.976], [-8.815, 0.043, 2.354], [-7.508, -3.328, 0.787], [-8.626, -2.312, -0.056], [-10.680, -3.686, -0.911], [-9.900, -1.357, 4.276], [2.445, -1.947, 8.129], [3.614, -2.056, 9.133], [4.614, -0.900, 9.121], [5.240, -0.768, 7.934], [5.588, -1.112, 10.041], [4.237, -3.244, 8.956], [3.058, -2.106, 10.379], [2.577, -2.671, 6.896], [3.283, -2.043, 5.847], [4.564, -2.794, 5.463], [5.408, -2.904, 6.508], [5.233, -2.133, 4.487], [3.502, -0.750, 6.160], [2.437, -2.029, 4.785], [1.585, -2.415, 8.617], [2.135, -0.912, 7.962], [4.127, 0.048, 9.364], [4.334, -3.801, 5.107], [6.075, 9.340, -4.319], [7.056, 8.220, -4.729], [6.419, 6.920, -5.220], [5.656, 6.328, -4.279], [7.380, 6.019, -5.549], [7.914, 7.990, -3.709], [7.815, 8.717, -5.751], [5.796, 9.480, -2.919], [4.785, 8.658, -2.375], [5.323, 7.679, -1.326], [6.272, 6.867, -1.841], [4.334, 6.875, -0.862], [4.113, 8.047, -3.370], [3.899, 9.497, -1.789], [6.566, 10.281, -4.583], [5.159, 9.331, -4.916], [5.805, 7.090, -6.108], [5.762, 8.213, -0.480]], "forces_ev_per_a": [[0.467, 0.086, -0.361], [0.649, 0.559, -0.177], [-0.480, -1.325, -0.326], [-1.223, -1.027, 0.364], [-2.412, 1.380, 1.458], [0.214, -0.597, 2.783], [0.537, -0.169, 1.730], [1.005, 0.705, -5.160], [-0.062, -0.160, 5.752], [0.911, 0.908, -0.368], [4.058, -2.396, -0.292], [1.259, 0.113, -3.647], [-2.710, 2.497, -0.678], [0.823, -2.590, 2.254], [-1.621, 1.547, -0.017], [1.806, 0.948, -1.576], [-1.695, -1.605, -1.595], [-3.775, 1.935, 0.661], [0.158, -0.043, -0.105], [2.087, 1.607, -0.268], [-0.362, -1.432, 1.212], [0.014, -0.161, 0.591], [-0.914, 0.803, -0.177], [0.553, 0.421, 0.042], [0.984, 0.575, -0.071], [0.547, 0.898, -0.621], [0.966, -1.162, 0.940], [0.003, 1.834, 0.604], [-1.584, -0.416, 0.769], [-1.924, -0.162, -0.268], [1.019, 1.346, -0.935], [1.054, -0.152, 1.796], [0.856, -1.479, -0.578], [-1.535, -0.668, 0.467], [1.884, -1.037, -0.216], [1.262, -0.467, -1.684], [0.566, 0.691, -0.579], [-0.016, 0.981, -0.525], [-0.420, -0.080, -0.649], [0.754, -1.562, -0.307], [-1.092, 0.544, 1.600], [0.946, 0.321, -1.597], [-1.871, -0.306, -0.527], [0.187, 1.325, -1.366], [0.596, 0.943, 1.245], [1.034, -1.170, -0.810], [-1.361, 0.038, -1.428], [-1.467, -1.138, -0.403], [1.232, -0.217, -0.922], [-0.099, 0.112, 1.920], [-0.846, -1.691, -0.125], [1.194, -0.095, 1.474], [-0.802, 1.312, -0.474], [-1.416, -0.923, 0.746], [-0.557, 0.139, 0.339], [-0.281, 0.846, -0.155], [0.220, -0.869, -0.441], [-0.105, 0.102, 0.035], [-0.306, 0.175, 0.119], [0.228, -0.161, 0.043], [0.392, -0.192, 0.258], [1.418, -0.362, -0.441], [-1.628, -0.901, 0.812], [0.147, 0.181, -0.880], [-0.143, 0.094, 0.358], [-0.107, -0.012, 0.451], [0.429, 0.450, -0.133], [0.214, 0.287, -0.344], [0.189, -0.003, -0.339], [0.160, -0.004, -0.286], [-0.134, 0.092, 0.101], [-0.119, -0.112, 0.194], [0.842, 0.180, -0.032], [0.352, 0.281, 0.991], [-0.811, -0.422, -0.391], [0.209, -0.064, 0.021], [0.387, -0.089, 0.032], [-0.188, 0.085, -0.254], [-0.270, 0.218, -0.142], [-1.444, 0.167, -0.143], [1.356, -0.388, -1.103], [-0.528, -0.170, 0.711], [0.313, 0.112, -0.134], [0.357, 0.120, -0.275], [-0.232, 0.246, 0.394], [-0.279, -0.143, 0.384], [-0.193, -0.085, 0.174], [-0.300, -0.101, 0.122], [0.186, 0.034, -0.009], [0.184, 0.079, -0.142], [-0.831, -0.174, 0.066], [-0.194, -0.862, -0.278], [0.695, 0.466, 0.604], [-0.136, -0.102, -0.037], [-0.339, -0.194, 0.030], [0.115, 0.284, -0.075], [0.065, 0.471, -0.216], [1.322, 0.783, -0.510], [-1.411, -0.082, 1.525], [0.795, -0.544, -0.135], [-0.414, 0.077, -0.076], [-0.437, 0.209, -0.012], [0.227, 0.001, -0.585], [0.476, -0.181, 0.263], [0.277, -0.131, -0.030], [0.336, -0.047, -0.011], [-0.177, -0.065, -0.005], [-0.244, 0.089, -0.001], [-0.052, 0.846, -0.048], [0.305, 0.551, 0.723], [0.181, -0.701, -0.558], [0.043, 0.090, 0.046], [0.116, 0.310, 0.012], [-0.193, -0.233, -0.105], [-0.436, -0.237, -0.139], [-0.475, -1.509, 0.100], [0.202, 1.527, -1.304], [0.433, -0.346, 0.545], [-0.125, 0.241, -0.065], [-0.233, 0.269, -0.179], [-0.144, -0.274, 0.476], [0.242, -0.384, 0.340], [0.130, -0.224, 0.159], [0.091, -0.303, 0.116], [0.013, 0.186, 0.013], [-0.115, 0.191, -0.119]], "mulliken_charge": [-1.0832, -0.1409, -0.1899, -0.0643, 0.3444, 0.0425, -1.0124, 0.3576, -0.4759, 0.1795, -0.4872, -0.6250, 0.1237, 0.9983, -0.5816, -0.6068, -0.5621, 0.4551, -0.2814, -0.3509, 1.9505, -1.2453, -1.2771, 0.4277, -0.6412, -1.1977, 0.2645, 0.3307, 0.3045, 0.0655, 0.3843, 0.3286, 0.4199, 0.3396, 0.4339, 0.3960, 0.2352, 0.3531, 0.3051, 0.4879, -0.3024, -0.6109, 0.4122, 0.1694, 0.2013, 0.2913, 0.4261, 0.5631, 0.2698, -0.0037, 0.0667, 0.1999, 0.2165, 0.3651, -0.4518, 0.8449, 0.0891, -0.2097, -0.2753, -0.2776, -0.3288, -0.3651, 0.8803, 0.0219, -0.2118, -0.2514, -0.2888, -0.2274, 0.1982, 0.3528, 0.2946, 0.1619, -0.6519, 0.8875, 0.1207, -0.2336, -0.2755, -0.2919, -0.3011, -0.4326, 0.7149, 0.2023, -0.2122, -0.2514, -0.2715, -0.2937, 0.3673, 0.3886, 0.2780, 0.2385, -0.7078, 0.8572, 0.0857, -0.2016, -0.2776, -0.2685, -0.3242, -0.3679, 0.7624, 0.1992, -0.2204, -0.2257, -0.3359, -0.1720, 0.4405, 0.3149, 0.2833, 0.2340, -0.6826, 0.8448, 0.1072, -0.1976, -0.2754, -0.2668, -0.3248, -0.3955, 0.7405, 0.2171, -0.2083, -0.2665, -0.2664, -0.2963, 0.4087, 0.3362, 0.2624, 0.2792]}